*A*
{"formula": "C3H11NS", "method": "ωB97M-V with the def2-TZVPD basis set", "orbital_gap_ha": 0.27671, "homo_energy_ev": -8.75, "multiplicity": 1, "species": ["C", "C", "N", "C", "H", "H", "H", "H", "H", "H", "H", "H", "H", "H", "S", "H"], "xyz": [[0.513, -1.672, 0.943], [0.948, -0.398, 0.251], [-0.025, -0.064, -0.787], [0.429, 1.085, -1.593], [0.512, -2.530, 0.306], [1.170, -1.854, 1.820], [-0.551, -1.500, 1.303], [0.967, 0.419, 1.026], [1.956, -0.455, -0.253], [-0.778, 1.318, 0.826], [-0.983, 0.098, -0.422], [0.782, 1.976, -1.108], [-0.347, 1.437, -2.292], [1.240, 0.700, -2.176], [-2.462, 0.346, 1.388], [-3.372, 1.094, 0.768]], "nbo_charge": [-0.612, -0.216, -0.664, -0.430, 0.216, 0.208, 0.208, 0.149, 0.198, 0.173, 0.386, 0.164, 0.202, 0.195, -0.308, 0.133]}


*B*
{"formula": "C3H11NS", "method": "ωB97M-V with the def2-TZVPD basis set", "orbital_gap_ha": 0.33775, "smiles": "CSC.CN", "homo_energy_ev": -8.25, "multiplicity": 1, "species": ["C", "N", "H", "H", "H", "H", "H", "C", "S", "C", "H", "H", "H", "H", "H", "H"], "xyz": [[2.678, 0.688, 2.344], [1.884, 0.952, 1.098], [3.076, 1.492, 2.893], [3.512, -0.073, 2.134], [1.944, 0.133, 3.013], [1.845, 1.973, 1.037], [2.507, 0.779, 0.220], [-3.285, -0.731, -1.202], [-2.097, 0.487, -1.665], [-0.584, -0.609, -1.642], [-3.264, -0.802, -0.099], [-3.122, -1.696, -1.769], [-4.246, -0.396, -1.589], [0.147, 0.049, -2.123], [-0.202, -0.629, -0.599], [-0.792, -1.616, -2.050]], "nbo_charge": [-0.425, -0.830, 0.187, 0.187, 0.188, 0.348, 0.346, -0.772, 0.169, -0.733, 0.220, 0.216, 0.229, 0.224, 0.227, 0.218]}


Which structure is the most stable? The one labeled *B*.


*A*
{"formula": "CH5N2O", "method": "ωB97M-V with the def2-TZVPD basis set", "orbital_gap_ha": [0.27646, 0.24710], "charge": -1, "homo_energy_ev": [-2.62, -1.78], "multiplicity": 1, "species": ["C", "N", "N", "O", "H", "H", "H", "H", "H"], "xyz": [[-0.879, 0.028, 0.484], [0.168, -0.338, 1.194], [1.635, -0.051, -1.054], [0.473, 0.412, -1.609], [-1.508, -0.723, 0.036], [-1.492, 0.924, 0.916], [-0.371, 0.433, -0.727], [0.656, 0.384, 1.612], [1.318, -1.070, -0.853]], "nbo_charge": [-0.398, -0.744, -0.416, -0.592, 0.150, 0.111, 0.323, 0.311, 0.254]}


*B*
{"formula": "CH5N2O", "method": "ωB97M-V with the def2-TZVPD basis set", "orbital_gap_ha": [0.25890, 0.25893], "charge": -1, "homo_energy_ev": [-2.21, -2.21], "multiplicity": 1, "species": ["C", "N", "N", "O", "H", "H", "H", "H", "H"], "xyz": [[0.611, 0.818, -0.228], [-0.192, -1.311, -0.009], [-0.496, -0.055, -0.600], [-1.969, 0.514, 0.178], [1.146, 0.305, 0.469], [1.380, 1.017, -1.111], [0.197, 1.715, 0.111], [0.293, -1.129, 0.881], [-0.970, -1.874, 0.309]], "nbo_charge": [-0.424, -0.699, -0.122, -0.890, 0.144, 0.141, 0.216, 0.277, 0.356]}


Which structure is the most stable? The one labeled *B*.